The following is a quantum chemistry calculation of a molecular structure, C36H29IrN9O6Se at a distorted geometry, from the OMol25 dataset.

The geometry in XYZ format:
```
82
Properties=species:S:1:pos:R:3:mulliken_spin:R:1
Ir 0.785 0.249 0.969 1.47
O -1.204 -2.385 -2.250 0.00
C -1.918 -3.116 -1.360 -0.01
C -2.680 -4.154 -1.891 0.01
C -3.448 -4.951 -1.067 -0.01
C -3.493 -4.717 0.307 0.01
C -2.748 -3.686 0.838 -0.01
C -1.949 -2.876 0.028 -0.02
C -1.168 -1.781 0.646 0.01
O -0.283 -1.166 -0.094 0.01
N -1.410 -1.430 1.877 0.06
N -0.559 -0.393 2.221 -0.04
C -0.738 0.075 3.440 0.11
C -0.071 1.152 4.043 0.01
C -0.400 1.420 5.403 0.02
C 0.161 2.452 6.085 -0.01
C 1.097 3.282 5.415 0.04
C 1.432 3.066 4.108 -0.03
C 0.856 2.003 3.365 0.09
O 1.195 1.888 2.123 0.09
H -0.637 -1.768 -1.760 0.00
H -2.642 -4.323 -2.961 0.00
H -4.016 -5.768 -1.496 0.00
H -4.103 -5.338 0.949 0.00
H -2.761 -3.482 1.902 0.00
H -1.485 -0.456 4.018 -0.01
H -1.124 0.774 5.892 0.00
H -0.109 2.645 7.115 0.00
H 1.551 4.110 5.949 0.00
H 2.139 3.702 3.588 0.00
C -3.056 -2.351 -4.274 0.00
O -3.735 -1.174 -4.704 0.03
C -2.976 -0.074 -4.893 0.15
C -1.597 -0.045 -4.713 -0.06
C -0.906 1.149 -4.883 0.17
C -1.582 2.335 -5.201 0.00
C -2.968 2.270 -5.443 0.11
C -3.650 1.086 -5.288 -0.08
N -0.978 3.579 -5.200 0.59
N 0.274 3.627 -4.832 0.54
C 0.696 3.250 -3.621 0.01
C 2.084 3.073 -3.420 0.24
C 2.581 2.378 -2.327 -0.14
C 1.731 1.831 -1.374 0.22
O 2.166 1.058 -0.386 0.14
C 0.338 2.111 -1.482 0.03
N -0.442 1.611 -0.502 0.27
C -1.732 1.868 -0.491 -0.06
C -2.331 2.688 -1.454 0.08
C -1.559 3.190 -2.470 -0.05
C -0.190 2.871 -2.536 0.08
H -3.821 -3.108 -4.138 0.00
H -2.533 -2.184 -3.330 0.00
H -2.343 -2.691 -5.027 0.00
H -1.054 -0.937 -4.429 -0.01
H 0.170 1.167 -4.759 0.01
H -3.489 3.182 -5.716 0.00
H -4.722 1.029 -5.447 0.00
H 2.749 3.412 -4.206 0.00
H 3.645 2.195 -2.227 0.00
H -2.312 1.422 0.311 0.00
H -3.390 2.905 -1.397 0.00
H -1.995 3.846 -3.211 0.00
Se 2.526 -1.741 -0.589 0.73
C 2.080 -3.448 -0.105 -0.08
N 1.799 -4.534 0.194 0.15
C 3.258 -2.723 5.001 0.00
N 3.517 -1.566 4.136 0.00
C 4.558 -0.726 4.348 0.00
C 4.805 0.316 3.537 0.01
C 3.936 0.488 2.411 0.03
N 2.870 -0.288 2.236 0.14
C 2.602 -1.329 3.100 -0.02
O 1.623 -2.051 3.009 0.01
N 4.195 1.420 1.493 0.00
H 4.154 -2.936 5.578 0.00
H 2.998 -3.578 4.387 0.00
H 2.424 -2.525 5.672 0.00
H 5.184 -0.948 5.201 0.00
H 5.641 0.981 3.710 0.00
H 4.941 2.072 1.637 0.00
H 3.550 1.521 0.713 0.01
```

**E**: -4839.1504 a.u.
**Spin multiplicity**: 6
**Frontier orbital gap (spin up / spin down)**: 0.2246 / 0.2075 Eh
**HOMO level (spin up / spin down)**: -0.24290 / -0.29356 Ha
**Lowest unoccupied orbital energy (spin up / spin down)**: -0.498 / -2.342 eV